No. 1
The following is a DFT calculation (ωB97M-V/def2-TZVPD) of C4H7NO2 as an isolated structure.

For the largest force on an atom, the calculation gives 3.1 eV/Å. For the calculated total energy, the calculation gives -9842.98802 eV. For the gap between HOMO and LUMO, the calculation gives 9.85 eV. The HOMO energy comes out at -9.00 eV. For the energy above the lowest of the compared OMol25 structures with the same formula, charge and spin, the calculation gives 98.97 kcal per mole. The total charge is 0.

Structure (XYZ):
```
14
Properties=species:S:1:pos:R:3:forces:R:3
C 2.33792 -0.16760 -0.22429 0.327 -0.360 -0.196
N 1.25762 0.75506 -0.46312 -0.225 -0.194 0.533
C 0.06535 0.39202 -0.29416 -0.195 0.268 -2.477
C -0.98362 1.12907 0.36348 1.171 -0.973 1.675
O -2.21050 0.62232 0.09302 0.011 -0.514 -0.204
C -1.91771 -0.76177 -0.16657 -0.397 0.344 0.314
O -0.62055 -0.80868 -0.69975 0.756 0.179 0.112
H 2.23666 -1.12672 -0.74126 0.045 -0.016 -0.050
H 3.28398 0.29333 -0.51664 -0.121 -0.101 -0.018
H 2.40275 -0.37839 0.86049 -0.010 0.062 -0.291
H -0.97867 2.17968 0.65782 0.416 -0.511 -0.075
H -0.23427 0.28819 1.16930 -2.344 1.887 0.829
H -2.66987 -1.15823 -0.85613 0.369 0.062 0.063
H -1.96908 -1.25827 0.81780 0.197 -0.134 -0.214
```
Forces are in eV/Å.

---

No. 2
The following is a DFT calculation (ωB97M-V/def2-TZVPD) of the molecule C5H10ClNO.

For the largest force on an atom, the calculation gives 5.1 eV/Å. For the calculated total energy, the calculation gives -21403.14970 eV. For the gap between HOMO and LUMO (spin up / spin down), the calculation gives 9.15 / 9.15 eV. The HOMO energy (spin up / spin down) comes out at -8.27 / -8.27 eV. For the energy above the lowest of the compared OMol25 structures with the same formula, charge and spin, the calculation gives 101.10 kcal per mole. The total charge is 0.

Structure (XYZ):
```
18
Properties=species:S:1:pos:R:3:forces:R:3
C -1.20011 -0.53175 1.66560 0.342 -2.732 1.100
C -1.36005 0.73034 0.90428 -2.146 2.259 -1.045
C 0.52200 0.08625 -0.16236 1.235 -2.401 0.249
C 0.24842 0.03083 -1.66858 -3.519 2.430 2.723
C 2.07722 0.01549 0.10639 -2.698 -1.321 1.524
N -0.65127 -1.43919 0.66194 1.037 2.913 -3.053
O -0.04239 1.03709 0.61460 1.592 0.893 -0.766
Cl 0.35631 -2.68867 1.12424 0.454 -0.427 0.926
H -0.44243 -0.39396 2.42235 0.141 0.473 0.686
H -1.99597 -1.13383 2.13092 -0.489 1.032 -0.214
H -1.86677 0.61183 -0.07358 -0.266 -0.511 0.596
H -1.81428 1.71066 1.27538 0.486 -1.771 0.487
H -0.90995 -0.01118 -1.68409 1.923 -0.036 -0.907
H 0.68830 -0.85213 -2.00598 0.668 -1.116 -1.092
H 0.61357 1.02987 -2.04033 -0.212 -1.278 -0.199
H 2.54967 0.02858 -0.87869 0.407 0.041 0.566
H 2.30360 -0.95430 0.74740 -0.202 2.062 -1.338
H 2.10401 0.94230 0.70743 1.249 -0.510 -0.244
```
Forces are in eV/Å.

---

No. 3
The following is a DFT calculation (ωB97M-V/def2-TZVPD) of a 3-piece molecular cluster, C3H14NO2 overall.

For the largest force on an atom, the calculation gives 1.7 eV/Å. For the calculated total energy, the calculation gives -8917.27216 eV. For the gap between HOMO and LUMO, the calculation gives 12.70 eV. The HOMO energy comes out at -15.49 eV. For the energy above the lowest of the compared OMol25 structures with the same formula, charge and spin, the calculation gives 11.84 kcal per mole. The total charge is +1.

Structure (XYZ):
```
20
Properties=species:S:1:pos:R:3:forces:R:3
C 0.18856 -0.34268 -2.14872 -0.867 0.070 -0.343
C 0.97382 -0.62673 -0.90189 0.784 0.318 -0.031
N 0.26143 -0.02694 0.27919 -0.715 -0.951 -1.214
C 0.87783 -0.25606 1.60881 -0.468 1.004 0.316
H -0.75826 -0.87555 -2.17538 -0.065 -0.278 0.014
H 0.70378 -0.53393 -3.08008 0.396 -0.418 0.055
H -0.08153 0.70434 -2.23088 0.077 0.420 0.244
H 1.93421 -0.13001 -0.97359 0.287 0.019 0.186
H 1.15349 -1.67908 -0.68233 -0.194 0.028 -0.111
H 0.09286 0.95353 0.03984 0.241 0.424 0.583
H -0.65403 -0.48228 0.22987 -0.297 -0.004 0.408
H 1.08359 0.72269 2.02855 0.521 0.060 -0.060
H 0.12231 -0.65371 2.27768 0.135 -0.576 -0.104
H 1.76508 -0.86502 1.50028 -0.011 -0.099 0.171
H -2.88044 -1.39497 1.58485 -0.353 -0.406 0.147
H -2.77216 -2.71870 0.72822 -0.213 0.009 0.314
O -2.52153 -1.79427 0.79064 0.788 0.590 -0.480
H -0.57545 3.43263 0.09666 0.192 0.245 0.075
H 0.91796 3.58401 0.51581 -0.076 0.201 -0.080
O 0.16846 2.98275 0.51248 -0.163 -0.657 -0.090
```
Forces are in eV/Å.

---

No. 4
The following is a DFT calculation (ωB97M-V/def2-TZVPD) of C14H26AsCrO16P2S as an isolated structure.

Its multiplicity is 2. For the largest force on an atom, the calculation gives 0.4 eV/Å. For the calculated total energy, the calculation gives -166378.55701 eV. For the gap between HOMO and LUMO (spin up / spin down), the calculation gives 8.42 / 8.71 eV. As for the expectation value of S²: 0.78. The HOMO energy (spin up / spin down) comes out at -9.32 / -9.03 eV. For the energy above the lowest of the compared OMol25 structures with the same formula, charge and spin, the calculation gives 1.94 kcal per mole. The total charge is 0.

Structure (XYZ):
```
61
Properties=species:S:1:pos:R:3:forces:R:3
Cr -0.53846 -0.09691 -0.81701 0.303 -0.192 -0.077
C -0.42198 -0.34855 -3.85151 0.013 -0.015 0.021
O -1.06164 -0.81766 -2.65506 -0.135 0.087 -0.095
C -2.47095 -1.04436 -2.75895 -0.033 0.085 0.109
C -3.17682 0.08059 -2.03336 0.001 -0.112 -0.111
O -2.63060 0.08157 -0.71367 0.095 0.068 0.086
C -3.35571 0.85351 0.26652 -0.045 -0.008 0.048
C -3.59716 0.01829 1.51347 -0.097 0.043 -0.024
O -2.47155 -0.21457 2.30434 0.050 -0.014 -0.038
C -2.12005 0.88118 3.12092 0.018 -0.011 0.034
H -0.56337 -1.08904 -4.63717 0.003 -0.013 0.003
H 0.63267 -0.25431 -3.61846 0.015 0.009 -0.002
H -0.83343 0.61924 -4.14414 -0.007 -0.008 -0.004
H -2.66947 -1.99675 -2.26745 -0.008 -0.007 0.002
H -2.76615 -1.10090 -3.80592 -0.023 0.024 -0.015
H -4.25255 -0.09855 -1.98763 -0.012 -0.047 0.000
H -2.98669 1.04515 -2.51356 -0.005 0.008 0.016
H -4.32714 1.11189 -0.16026 0.012 0.039 -0.034
H -2.80515 1.77532 0.46305 0.051 -0.049 0.030
H -3.97072 -0.95965 1.20343 -0.005 -0.008 -0.004
H -4.38713 0.51691 2.09654 0.004 0.001 -0.013
H -2.94916 1.14308 3.79051 0.005 0.004 0.000
H -1.82610 1.75814 2.53913 -0.013 0.011 -0.027
H -1.26051 0.57380 3.71121 -0.008 -0.002 -0.002
O 1.43632 -2.72083 -2.38714 0.041 -0.008 -0.038
As 2.30612 -1.66247 -1.31097 -0.081 -0.159 0.166
O 3.77935 -1.27593 -1.84523 0.149 -0.016 -0.106
O 1.33596 -0.25308 -1.19966 -0.179 0.228 -0.026
C 2.31896 -2.46247 0.44572 0.240 -0.013 -0.021
C 3.57067 -2.42862 1.04611 0.006 0.011 0.007
C 3.74443 -2.89133 2.34344 -0.067 -0.016 -0.015
C 2.66236 -3.38265 3.05404 0.029 0.021 -0.045
C 1.40630 -3.42305 2.46392 -0.024 0.003 0.108
C 1.24192 -2.96929 1.16714 -0.157 0.026 -0.017
S -0.36346 -3.16374 0.44438 0.010 -0.262 -0.023
O -0.21508 -4.10715 -0.64662 0.012 0.046 0.033
O -1.30024 -3.48713 1.47292 0.025 0.014 -0.014
O -0.69429 -1.82326 -0.17335 -0.138 -0.026 0.140
H 0.83651 -3.31904 -1.89286 0.002 0.009 -0.026
H 4.40307 -2.01555 0.49112 -0.007 0.002 -0.027
H 4.72622 -2.85455 2.79657 -0.002 -0.003 0.007
H 2.78751 -3.73920 4.06805 0.005 0.006 0.000
H 0.54836 -3.80185 3.00230 0.000 -0.001 -0.029
C 2.21997 3.86996 0.44896 0.047 -0.028 0.041
C 1.64474 2.57060 -0.10725 0.068 0.021 0.024
O 2.54021 2.12055 -1.11519 -0.092 0.026 0.010
P 0.12852 2.89112 -1.05514 0.107 0.080 -0.083
O 0.58364 3.86954 -2.21217 -0.005 0.070 -0.026
O -0.94602 3.71142 -0.23585 -0.031 0.025 0.011
O -0.56895 1.69271 -1.64321 -0.055 0.044 -0.014
P 1.29715 1.31115 1.23568 -0.031 0.197 -0.089
O 0.97415 2.25541 2.50683 -0.072 0.038 0.020
O 2.45288 0.44843 1.49789 0.065 -0.028 0.059
O -0.09546 0.79883 0.85277 -0.124 -0.236 0.079
H 2.42487 4.57713 -0.35538 -0.003 -0.016 -0.005
H 3.16553 3.62765 0.93506 -0.002 0.008 -0.001
H 1.57090 4.32742 1.19493 -0.015 0.006 -0.013
H 2.38623 1.15323 -1.23649 0.033 0.009 -0.013
H 1.43381 3.57659 -2.58124 0.022 -0.019 0.019
H -0.58461 4.42466 0.30522 0.001 0.036 -0.004
H 1.65128 2.11740 3.17968 0.044 0.014 0.008
```
Forces are in eV/Å.